[1]
{"formula": "C31H38MnN4O5PS", "method": "ωB97M-V with the def2-TZVPD basis set", "total_charge": 0, "gap_ev": [7.819, 7.891], "lumo_ev": [-0.770, -0.681], "species": ["Mn", "S", "P", "O", "O", "O", "O", "O", "N", "N", "N", "N", "C", "C", "C", "C", "C", "C", "C", "C", "C", "C", "C", "C", "C", "C", "C", "C", "C", "C", "C", "C", "C", "C", "C", "C", "C", "C", "C", "C", "C", "C", "C", "H", "H", "H", "H", "H", "H", "H", "H", "H", "H", "H", "H", "H", "H", "H", "H", "H", "H", "H", "H", "H", "H", "H", "H", "H", "H", "H", "H", "H", "H", "H", "H", "H", "H", "H", "H", "H", "H"], "xyz": [[-0.6214, -1.1258, -1.9319], [-1.5494, -1.9881, -3.7488], [2.1860, -0.9078, 1.0726], [-0.0907, -2.2780, -1.1161], [-2.6301, 2.1919, -2.0150], [-1.5073, 0.2493, 0.7204], [-1.1023, 0.6054, -1.9195], [1.1544, -0.1004, 0.3688], [-2.7347, -1.6196, -1.5130], [3.6704, -0.5127, 0.4698], [2.1285, -2.5547, 0.9812], [2.0789, -0.6464, 2.7136], [-3.9924, 2.9387, 0.3350], [1.8065, 0.7222, 3.1384], [2.8826, -1.5637, -4.2490], [1.0245, -0.7449, -2.9416], [2.8876, -1.3777, 3.6732], [-0.7449, 2.7063, 2.0307], [0.7351, 4.5653, 1.6696], [-1.9290, 1.4656, -1.3573], [-5.8701, 2.3299, 1.7139], [-5.1470, -2.8049, -2.0734], [1.7064, -1.7971, -3.5469], [-4.1717, -2.7434, -3.0524], [0.1009, 3.6789, 2.5329], [-0.9689, 2.6007, 0.6599], [-3.6690, -1.6953, -0.5689], [4.8894, -1.1655, 0.9030], [0.5108, 4.4697, 0.3069], [-5.1992, 1.1842, 2.1072], [-4.8968, -2.2822, -0.8085], [-2.9628, -2.1448, -2.7206], [-3.9303, 0.9097, 1.6097], [1.5284, 0.5455, -3.0519], [3.3784, -0.2729, -4.3640], [-5.2580, 3.2079, 0.8279], [1.0867, -3.3039, 1.6722], [2.6976, 0.7776, -3.7658], [-0.3416, 3.4928, -0.1981], [2.6874, -3.2686, -0.1574], [-3.3226, 1.7763, 0.7099], [3.8527, 0.5037, -0.5527], [-1.9148, 1.4874, 0.1908], [3.0439, -2.4028, 3.3451], [3.4046, -2.3919, -4.7125], [5.5751, -0.4478, 1.3644], [-3.5236, 3.6274, -0.3535], [-6.1026, -3.2636, -2.2932], [-4.3299, -3.1447, -4.0432], [4.2181, 0.0591, -1.4842], [-6.8579, 2.5455, 2.1005], [1.1819, 0.7122, 4.0353], [3.3302, -4.0850, 0.1864], [5.4050, -1.6245, 0.0521], [1.2778, 1.2592, 2.3560], [-0.5266, 0.1585, 0.6766], [-3.4123, -1.2477, 0.3828], [-1.2459, 2.0155, 2.6984], [1.3248, -2.8083, -3.4675], [0.7210, -2.7421, 2.5279], [-5.7681, 4.1121, 0.5208], [0.2459, -3.5114, 1.0058], [-3.3971, 0.0285, 1.9382], [3.2714, -2.5975, -0.7831], [-5.6396, -2.3209, -0.0253], [1.3946, 5.3291, 2.0611], [4.6723, -1.9502, 1.6249], [2.7344, 1.2591, 3.3714], [4.2879, -0.0867, -4.9212], [1.4944, -4.2557, 2.0246], [0.9963, 5.1579, -0.3735], [1.0101, 1.3738, -2.5900], [4.5789, 1.2499, -0.2149], [3.0780, 1.7884, -3.8513], [1.8891, -3.6900, -0.7735], [-5.6571, 0.4999, 2.8109], [2.3692, -1.3999, 4.6351], [0.2627, 3.7522, 3.6013], [2.9050, 0.9944, -0.7546], [3.8653, -0.9057, 3.8323], [-0.5155, 3.4434, -1.2656]], "mulliken_charge": [0.22, -0.48, -0.24, -0.48, -0.62, -0.31, -0.40, -0.51, 0.02, 0.65, 0.44, 0.42, -0.44, -0.66, -0.75, 0.57, -1.16, -0.56, -0.59, -0.80, -0.43, -0.17, 0.23, -0.75, -0.34, -0.29, -0.23, -1.13, -0.99, -1.09, -1.04, 0.66, -0.19, -0.02, -0.47, -0.85, -1.05, -0.58, -0.32, -1.09, -0.11, -0.72, 3.44, 0.40, 0.42, 0.30, 0.39, 0.39, 0.45, 0.27, 0.40, 0.41, 0.32, 0.37, -0.24, 0.03, 0.62, 0.43, 0.39, 0.36, 0.40, 0.16, 0.56, 0.30, 0.44, 0.41, 0.33, 0.33, 0.38, 0.37, 0.45, 0.33, 0.34, 0.39, 0.33, 0.43, 0.36, 0.45, -0.09, 0.27, 0.52]}

---

[2]
{"formula": "C31H38N2O7", "method": "ωB97M-V with the def2-TZVPD basis set", "relative_energy_kcal_mol": 92.4, "total_charge": 0, "smiles": "CCCCOc1ccc([C@H]2/C(=C(/O)c3ccc4c(c3)C[C@H](C)O4)C(=O)C(=O)N2CCN2CCOCC2)cc1OC", "gap_ev": 7.976, "lumo_ev": -0.291, "species": ["O", "O", "O", "O", "O", "O", "O", "N", "N", "C", "C", "C", "C", "C", "C", "C", "C", "C", "C", "C", "C", "C", "C", "C", "C", "C", "C", "C", "C", "C", "C", "C", "C", "C", "C", "C", "C", "C", "C", "C", "H", "H", "H", "H", "H", "H", "H", "H", "H", "H", "H", "H", "H", "H", "H", "H", "H", "H", "H", "H", "H", "H", "H", "H", "H", "H", "H", "H", "H", "H", "H", "H", "H", "H", "H", "H", "H", "H"], "xyz": [[-2.7101, 0.1955, 2.6768], [4.3722, 3.5982, -0.1504], [2.7810, 3.4351, -2.6968], [-3.3722, -2.1184, -1.3647], [4.7713, -3.4268, 0.2088], [0.7395, 2.0925, -3.5670], [-2.2329, 2.6746, 1.2949], [4.6008, -0.6579, 0.8133], [3.0547, 1.8052, 0.3670], [-0.0959, 1.7860, 0.5957], [-3.1098, -4.4941, -1.6852], [-5.7834, 0.8024, 0.5250], [5.6381, -1.1735, -0.0656], [-1.5487, 0.7797, -2.6117], [-4.3806, 0.3286, 0.8986], [-2.4212, -1.2367, -1.7242], [-2.7432, -3.2927, -0.8224], [5.1263, -2.4473, -0.7388], [-1.3006, 1.6745, 1.2726], [-0.2537, 0.3825, -2.2745], [0.5818, -0.3876, 1.3127], [3.5135, 2.7917, -0.4380], [-1.5852, 0.4787, 1.9664], [3.7915, -2.9320, 1.0879], [-5.8649, 2.3093, 0.3110], [-0.6137, -0.5158, 1.9919], [1.8557, 1.5424, -1.5855], [0.8384, 0.7588, 0.5815], [4.9338, 0.6259, 1.4097], [0.8397, 1.3332, -2.4841], [2.0955, 0.8996, -0.2458], [-2.6463, -0.0150, -2.3365], [-3.9626, 0.7516, 2.3065], [-1.2222, -3.0197, -0.7875], [3.6793, 1.4850, 1.6234], [-0.0411, -0.8718, -1.6923], [-1.1259, -1.6663, -1.4233], [-2.0272, 3.8122, 0.4922], [2.7259, 2.6776, -1.7287], [4.2679, -1.6675, 1.8041], [3.5901, -3.7297, 1.8051], [-2.9242, 4.4178, 0.6135], [1.3001, -1.1926, 1.3355], [-4.3402, -0.7615, 0.8411], [-6.8623, 2.5903, -0.0196], [-6.4872, 0.5050, 1.3055], [0.1344, 2.6909, 0.0570], [-1.1575, 4.3886, 0.8218], [6.5630, -1.4065, 0.4896], [2.9473, 0.9766, 2.2539], [-2.6935, -5.4009, -1.2552], [1.4778, 2.7663, -3.5508], [-2.7192, -4.3617, -2.6918], [-5.1507, 2.6228, -0.4472], [4.2533, -2.1995, -1.3631], [5.5893, 1.1703, 0.7266], [-3.1511, -3.4269, 0.1865], [2.8708, -2.7084, 0.5244], [-1.9100, 3.5432, -0.5624], [-5.6482, 2.8468, 1.2301], [-4.6572, 0.3409, 3.0452], [-3.9446, 1.8392, 2.3994], [5.8622, -0.4257, -0.8288], [5.9020, -2.8921, -1.3636], [5.1435, -1.9186, 2.4290], [-0.6711, -3.7753, -1.3495], [-3.6471, 0.3001, -2.5831], [-0.8364, -1.4075, 2.5571], [5.4625, 0.5087, 2.3682], [2.5813, -0.0826, -0.3355], [-0.8356, -2.9997, 0.2322], [-6.0793, 0.2971, -0.3970], [3.9782, 2.4250, 2.0941], [-1.6879, 1.7407, -3.0828], [-3.6607, 0.7226, 0.1782], [0.9582, -1.2187, -1.4900], [-4.1905, -4.5927, -1.7429], [3.4751, -1.2901, 2.4525]], "mulliken_charge": [-0.51, -0.69, -0.81, -0.53, -0.48, -0.61, -0.53, 0.90, 0.27, -0.94, -1.67, -0.79, -0.71, -0.36, 1.09, 0.58, 0.38, -0.57, 0.32, -0.08, 0.64, 0.16, 0.14, -0.41, -1.11, -0.54, -0.83, -0.11, -1.38, -0.24, 0.95, -1.04, -0.89, -0.86, -0.91, -0.81, 0.95, -0.97, 0.79, -0.97, 0.43, 0.30, 0.32, 0.06, 0.41, 0.39, 0.55, 0.33, 0.35, 0.34, 0.43, 0.46, 0.37, 0.25, 0.20, 0.53, 0.33, 0.13, 0.31, 0.28, 0.35, 0.33, 0.44, 0.39, 0.36, 0.36, 0.47, 0.49, 0.36, 0.12, 0.15, 0.33, 0.55, 0.55, -0.55, 0.74, 0.39, 0.55]}

---

[3]
{"formula": "C31H38N4O12", "method": "ωB97M-V with the def2-TZVPD basis set", "relative_energy_kcal_mol": 48.7, "total_charge": 0, "smiles": "O=C1OCCO1.O=C1OCCO1.O=C1OCCO1.O=C1OCCO1.c1ccncc1.c1ccncc1.c1ccncc1.CCCC#N", "gap_ev": 9.366, "lumo_ev": -0.018, "species": ["O", "O", "O", "O", "O", "O", "O", "O", "O", "O", "O", "O", "N", "N", "N", "N", "C", "C", "C", "C", "C", "C", "C", "C", "C", "C", "C", "C", "C", "C", "C", "C", "C", "C", "C", "C", "C", "C", "C", "C", "C", "C", "C", "C", "C", "C", "C", "H", "H", "H", "H", "H", "H", "H", "H", "H", "H", "H", "H", "H", "H", "H", "H", "H", "H", "H", "H", "H", "H", "H", "H", "H", "H", "H", "H", "H", "H", "H", "H", "H", "H", "H", "H", "H", "H"], "xyz": [[0.3080, -2.3391, -1.0085], [-2.3313, 3.8445, 3.7245], [-1.7235, 5.9760, 3.4603], [-0.6541, 4.5968, 2.2255], [-1.7650, -1.7306, -0.1763], [-9.6187, -1.8810, -2.8704], [-8.2190, -3.3916, -2.0787], [-0.0480, -0.2383, -0.4235], [6.1720, 0.2824, -6.5934], [-10.2434, -4.0915, -2.9928], [6.4018, -1.9877, -6.2219], [4.8656, -1.3846, -7.6409], [5.7634, -2.4178, 2.5079], [9.4699, 3.9203, 0.0575], [-6.4413, 3.6970, -1.8387], [-5.5088, -0.4076, 5.9539], [4.5087, -2.7218, -7.3626], [-5.3179, -0.5390, 7.3027], [-1.5082, 4.7911, 3.0139], [2.6396, -5.5322, 2.7824], [9.4787, 1.8182, -1.8152], [-5.2519, 3.0267, -1.9541], [-4.0478, -0.8355, 7.7984], [-4.4650, -0.6163, 5.1451], [5.8541, -3.1234, -6.7990], [-4.6932, 4.1194, -4.0546], [1.4700, -1.6504, -1.4261], [-3.1760, -0.9737, 5.6274], [8.2950, 2.2825, -1.4077], [-6.7503, 4.5879, -2.8494], [10.6047, 3.3770, -0.3834], [1.2929, -0.2576, -0.8404], [-5.8328, 4.8306, -3.8975], [5.4475, -3.5376, 2.6718], [5.1478, -4.9542, 2.9635], [-4.3901, 3.1235, -3.0574], [-8.5673, -1.1276, -2.3837], [-2.9443, -1.0754, 6.9432], [-2.7091, 5.9275, 4.4686], [8.3806, 3.3451, -0.4889], [-9.4198, -3.1274, -2.7355], [3.7915, -5.2861, 3.7131], [-0.5988, -1.4909, -0.5371], [5.9100, -0.9569, -6.7827], [-3.3467, 4.5829, 4.3148], [-7.5042, -2.2159, -1.9233], [10.7063, 2.2887, -1.3035], [11.4977, 3.8939, -0.0645], [2.8597, -6.1450, 1.9083], [1.7761, -5.9956, 3.2595], [-1.9791, -1.2598, 7.3913], [5.5795, -3.8600, -6.0439], [3.9414, -6.1064, 4.4151], [-3.8582, -1.0839, 8.8322], [-4.5344, -0.5640, 4.0686], [-5.0103, 2.4580, -1.0683], [-3.4720, 2.5557, -3.0897], [1.9622, -0.1233, 0.0093], [1.3600, -1.4847, -2.4979], [2.3058, -2.2914, -1.1460], [-3.7242, 4.2554, 5.2835], [4.3075, -3.3162, -8.2538], [-7.0687, -1.9986, -0.9480], [-2.1752, 6.2057, 5.3773], [-3.6026, 6.5254, 4.2890], [7.4848, 3.7972, -0.0897], [3.5491, -4.3955, 4.2931], [2.2375, -4.5852, 2.4222], [-8.9115, -0.5665, -1.5149], [5.2209, -5.6128, 2.0980], [-6.7326, -2.2631, -2.6918], [11.6240, 1.9071, -1.7262], [-7.6248, 5.1773, -2.6165], [1.5401, 0.4991, -1.5851], [-6.0833, 5.6402, -4.5670], [-8.1029, -0.4147, -3.0651], [6.0439, -5.3133, 3.4695], [6.4823, -3.5884, -7.5588], [-6.1967, -0.4718, 7.9269], [7.3361, 1.9137, -1.7409], [-3.9482, 4.1662, -4.8352], [-4.2782, 4.5810, 3.7487], [-2.3880, -1.1509, 4.9105], [3.6173, -2.6994, -6.7357], [9.5330, 1.1882, -2.6907]], "mulliken_charge": [-0.34, -0.30, -0.31, -0.51, -0.59, -0.26, -0.31, -0.28, -0.59, -0.60, -0.26, -0.34, -0.42, -0.55, -0.53, -0.57, -0.26, -0.27, 0.63, -1.10, -0.13, -0.26, -0.29, -0.13, -0.36, -0.22, -0.26, -0.32, -0.51, -0.25, -0.18, -0.26, -0.35, 0.24, -0.56, -0.33, -0.30, -0.25, -0.30, -0.05, 0.67, -0.30, 0.68, 0.69, -0.37, -0.28, -0.39, 0.38, 0.34, 0.33, 0.38, 0.29, 0.31, 0.33, 0.39, 0.46, 0.40, 0.27, 0.21, 0.29, 0.33, 0.27, 0.29, 0.30, 0.27, 0.36, 0.29, 0.26, 0.26, 0.32, 0.25, 0.35, 0.39, 0.26, 0.33, 0.27, 0.31, 0.30, 0.37, 0.36, 0.37, 0.26, 0.36, 0.25, 0.35]}